C18H25ClN2SSn as an isolated structure at a distorted geometry. Source: OMol25; level of theory: ωB97M-V/def2-TZVPD.

XYZ file:
```
48
Properties=species:S:1:pos:R:3:forces:R:3
C 1.413 -2.697 -0.140 0.347 -0.588 0.986
C 1.637 0.828 -5.466 0.115 0.011 0.235
H -0.940 -1.484 -5.606 0.144 0.015 0.013
C -2.087 0.341 1.506 1.043 0.697 -0.665
H 0.303 -0.652 4.522 0.019 0.232 0.214
C -2.260 -1.915 1.000 -0.391 0.520 0.178
C -1.300 3.228 4.881 0.316 -0.172 -0.556
H -0.674 2.236 -5.051 -0.033 -0.177 -0.084
N -0.648 3.277 3.657 0.363 -0.599 -0.060
Sn 0.211 -0.479 1.609 0.219 0.739 0.519
C -0.904 2.079 5.483 0.103 0.079 -0.280
H 0.744 0.149 6.062 0.044 -0.098 -0.378
C 0.153 2.187 3.497 -0.741 0.498 1.345
H 1.023 -3.312 -0.954 0.021 0.336 0.358
H -2.481 -1.171 3.126 0.079 -0.035 -0.362
H 1.815 1.798 -4.986 -0.059 -0.178 -0.056
C 1.351 -3.023 1.235 -0.246 -0.236 -1.248
C -2.030 0.188 0.076 0.398 -0.596 -0.340
N -0.010 1.448 4.633 0.057 0.520 -0.543
H 1.779 0.361 4.617 -0.162 0.023 0.099
H -2.048 0.999 -0.652 0.263 -0.262 0.268
H 1.689 0.972 -6.551 -0.073 -0.034 0.206
C -0.822 1.263 -5.534 -0.098 0.012 0.279
H -1.163 1.659 6.440 -0.025 0.045 -0.043
H -0.681 4.033 2.974 -0.079 -0.224 0.301
H -1.818 0.889 -5.278 0.119 0.067 -0.033
H -2.223 1.278 2.042 0.068 -0.213 -0.128
Cl 0.153 0.013 -3.370 -0.063 -0.256 1.613
H 0.819 -1.794 -5.577 -0.139 0.098 0.026
H 2.443 0.144 -5.182 -0.153 0.077 -0.007
C -2.251 -0.981 2.077 0.592 -1.667 0.076
H 2.338 -2.019 3.030 -0.031 -0.134 -0.411
H -2.158 -1.638 -1.208 0.168 0.163 0.175
H 0.092 -0.893 -6.918 0.006 0.036 0.312
H 0.932 -3.935 1.666 0.022 0.493 -0.121
S 1.246 1.888 2.215 -0.286 -0.704 -0.231
H -1.985 3.995 5.190 -0.008 0.050 0.083
C 0.750 0.248 4.970 0.041 -0.092 0.233
C 2.596 -1.065 0.992 -0.279 0.880 -2.017
H -2.468 -2.978 1.112 0.314 0.317 -0.079
C 2.063 -2.000 1.973 -1.631 0.113 0.606
H 3.326 -0.278 1.209 -0.438 -0.285 -0.115
H 2.501 -1.093 -1.255 -0.330 0.116 0.348
C 2.169 -1.503 -0.301 0.662 -0.072 0.933
C -2.116 -1.199 -0.216 -0.480 0.199 0.695
H -0.782 1.407 -6.621 0.074 -0.072 0.238
C 0.044 -1.064 -5.833 -0.028 -0.066 0.076
C 0.259 0.264 -5.095 0.176 0.426 -2.660
```
Forces are in eV/Å.

Its charge is +2. The frontier orbital gap (alpha / beta) is 4.891 / 4.894 eV. As for the spin multiplicity: 1. Its HOMO energy (alpha / beta) is -14.8603 / -14.8601 eV.

Results of the natural (NBO) charge analysis, in e, for atoms 1 through 6:
1. C -0.253
2. C -0.622
3. H 0.218
4. C -0.304
5. H 0.207
6. C -0.285



A single C18H25F3N4O4 molecule. Source: OMol25; level of theory: ωB97M-V/def2-TZVPD.

XYZ file:
```
54
Properties=species:S:1:pos:R:3:forces:R:3
C -1.144 2.343 -0.652 0.285 0.480 0.533
C -4.027 0.191 0.790 0.043 0.009 -0.028
H 1.651 -3.552 0.880 -0.003 0.007 0.001
H -2.330 0.605 -2.211 -0.102 0.019 0.115
C 2.831 -2.100 1.930 0.018 -0.007 0.010
H -3.419 -0.575 1.275 0.008 -0.011 -0.016
N 5.054 -1.995 0.742 -0.069 0.062 -0.093
O -2.087 1.406 3.246 -0.039 0.116 -0.108
N -2.394 2.661 1.361 -0.003 -0.204 -0.051
H 3.019 0.100 -2.549 0.007 -0.044 -0.047
H -2.006 -0.682 -1.041 -0.004 0.004 0.014
H -4.878 -0.297 0.314 -0.006 0.006 0.005
C -3.211 0.952 -0.251 0.042 0.032 -0.013
H -3.828 1.751 -0.675 -0.006 -0.013 -0.008
H 0.951 -4.869 2.891 0.002 0.004 -0.001
C -1.997 1.639 0.402 0.117 0.146 0.153
H 1.947 -3.842 3.921 0.004 0.000 0.002
H 3.055 -4.230 1.691 0.005 0.002 0.001
C 1.371 -3.868 2.995 0.012 0.009 -0.017
N -0.012 1.692 -1.018 -0.490 -0.688 -0.275
F -3.007 4.768 2.804 0.005 -0.012 -0.017
C -0.034 -0.646 -3.335 -0.086 -0.001 -0.043
H 3.445 -2.038 2.831 -0.006 -0.004 -0.015
C -2.360 2.445 2.684 -0.002 -0.006 0.078
O 1.024 -0.886 -0.326 -0.097 -0.093 0.046
C 5.444 -1.579 -0.410 0.125 0.011 -0.064
C 3.686 -1.741 0.765 -0.017 0.019 -0.065
H 0.543 -3.165 3.099 -0.001 0.000 -0.002
H -4.409 0.850 1.568 0.010 0.018 0.014
N 2.111 -0.122 -2.174 -0.003 0.184 0.010
C -2.728 3.679 3.545 0.028 -0.020 0.004
C 2.060 -0.721 -0.958 0.071 -0.001 -0.002
H -1.083 -0.381 -3.326 0.224 -0.065 -0.083
F -3.801 3.414 4.294 0.002 -0.008 -0.002
H -1.405 0.890 0.935 -0.029 0.024 0.030
C 2.241 -3.508 1.798 -0.007 0.000 0.001
H -2.542 3.587 0.988 -0.021 0.015 0.016
C 0.943 0.386 -2.852 0.045 -0.062 -0.017
H 2.019 -1.379 2.017 -0.005 0.007 -0.005
H 6.442 -1.592 -0.818 -0.024 -0.003 0.013
H 0.176 -1.678 -3.091 0.030 0.041 -0.005
H -3.606 -0.530 -1.775 -0.010 -0.002 -0.005
C 3.345 -1.181 -0.422 -0.100 -0.027 0.040
H 1.247 2.476 -2.523 -0.013 -0.005 0.014
F -1.716 3.992 4.357 -0.011 -0.010 -0.002
H 0.098 0.772 -0.602 0.024 -0.005 0.001
H 1.691 -0.507 -4.737 -0.034 0.007 0.038
C 0.447 1.739 -2.404 0.266 0.377 0.029
H 0.439 0.796 -4.974 0.000 -0.023 0.055
O -1.462 3.447 -1.062 -0.204 -0.248 -0.368
O 4.479 -1.065 -1.194 0.049 -0.092 0.181
H -0.377 2.064 -3.045 0.006 -0.011 -0.007
C 0.868 0.054 -4.313 0.049 -0.018 -0.106
C -2.759 0.033 -1.384 -0.085 0.084 0.058
```
Forces are in eV/Å.

Its charge is 0. Its structure (SMILES) is CCCc1ncoc1C(=O)NC1(CNC(=O)[C@@H](NC(=O)C(F)(F)F)C(C)C)CC1. The frontier orbital gap is 10.135 eV. As for the spin multiplicity: 1. The value obtained for the relative energy (zero: lowest compared OMol25 entry of this formula, charge and spin) is 7.2 kcal/mol. Its HOMO energy is -9.7355 eV.

Results of the natural (NBO) charge analysis, in e, for atoms 1 through 6:
1. C 0.689
2. C -0.606
3. H 0.205
4. H 0.198
5. C -0.445
6. H 0.214



An isolated ion of composition C18H25FN2O10PS and charge -1 at a distorted geometry. Source: OMol25; level of theory: ωB97M-V/def2-TZVPD.

XYZ file:
```
58
Properties=species:S:1:pos:R:3:forces:R:3
H 5.011 -1.353 -1.060 0.414 1.181 -1.591
H -4.416 0.985 0.752 -1.415 -1.133 -1.435
C 0.744 2.360 -1.926 -0.739 2.590 -0.794
C -0.478 3.487 -2.159 1.088 -0.012 -0.541
P 3.448 0.008 -2.034 3.129 1.608 -8.929
H 3.778 -0.785 0.840 -2.515 0.998 0.273
H -0.019 -2.266 0.196 -0.154 2.420 -0.611
C 4.475 1.624 1.277 9.050 0.396 2.879
O 1.772 -2.571 2.217 -1.233 5.546 -2.041
H -1.039 1.259 -1.177 2.704 -0.532 0.294
H 6.912 1.857 2.117 -2.773 -0.258 -1.524
H -3.303 0.590 4.069 0.691 -1.146 -2.090
O 2.366 -2.154 -0.702 1.469 -0.591 -3.896
O 5.077 -0.687 -1.826 -3.707 0.024 2.515
C -0.009 -1.071 -2.431 -3.147 -4.544 -5.658
C -5.016 0.325 -0.006 0.727 -0.357 -0.273
C -2.534 -2.131 1.097 0.809 -1.500 -1.928
H 1.617 3.030 -1.459 -1.587 -2.052 -0.900
S 1.565 -1.021 2.060 1.231 -4.207 5.552
O -0.349 -2.534 -2.384 2.343 7.041 1.593
C 2.203 -0.665 -0.812 -1.064 -0.066 2.568
C -4.777 -1.261 0.330 -2.766 -4.642 -3.928
H 0.239 1.618 0.146 -0.047 -0.843 -2.364
O 3.128 -0.198 -3.591 0.581 0.505 6.867
H 0.068 4.509 -2.385 -1.267 -1.982 0.412
O 3.832 1.740 -1.920 0.244 -3.200 1.389
C -2.964 0.030 3.071 -0.321 0.206 1.711
H -2.261 0.042 0.332 0.901 -2.272 -0.848
H -2.341 -1.354 -1.020 1.467 0.744 1.626
H -1.134 3.616 -1.198 1.167 -0.344 -1.879
C 2.715 -0.263 0.736 0.525 0.150 -0.732
O -5.365 -2.157 -0.510 3.696 5.584 5.019
C 5.858 1.736 1.609 -10.055 -0.845 -1.688
H 2.355 1.665 2.098 1.073 -1.332 -2.157
H -5.208 -0.626 2.784 2.270 -0.773 -0.075
F 1.190 2.015 -3.280 -0.842 0.298 3.079
C -1.885 -1.042 0.004 -0.458 0.328 1.683
H -4.565 0.504 -1.096 -0.892 -0.552 2.419
H -1.927 -0.485 3.359 -2.280 1.245 -1.011
O -0.318 -0.477 -3.575 1.908 -1.190 6.397
H -4.110 -1.910 3.628 0.103 1.847 -1.809
N 3.043 -3.396 -3.056 -2.101 5.124 10.966
H 2.481 2.069 0.273 0.678 -1.890 1.166
O 0.018 -0.581 1.502 2.801 -0.244 0.514
O 1.875 -0.458 3.502 -1.674 -0.359 -5.906
H -6.154 0.601 -0.080 2.271 -0.705 0.422
C -4.121 -1.089 2.762 -0.110 0.132 0.650
H 4.726 1.871 -1.489 -1.292 -0.469 -0.432
C 2.784 -2.826 -1.895 0.413 -3.243 -7.534
C 2.845 1.302 1.071 2.126 1.929 0.800
H -2.848 0.867 2.262 -0.107 -1.847 1.433
C 0.598 -0.322 -1.062 -1.159 -0.957 0.287
H -1.852 -2.309 2.030 -1.552 0.628 -1.611
C -0.260 -1.111 0.146 -0.739 -1.935 -1.454
N -3.967 -1.840 1.462 -0.349 2.323 -0.662
C 0.140 1.217 -0.975 -0.837 0.471 0.198
H -2.544 -3.165 0.501 0.104 2.205 1.319
H -1.097 3.181 -3.124 1.198 0.498 2.268
```
Forces are in eV/Å.

Its charge is -1. Its structure (SMILES) is C#CC[C@@H]1[C@](OC#N)(P(=O)(O)O)[C@@](C[C@H](C)F)(C(=O)[O-])[C@H](CCN(CC)C(C)=O)OS1(=O)=O. The frontier orbital gap is 6.844 eV. As for the spin multiplicity: 1. Its HOMO energy is -4.9210 eV.

Results of the natural (NBO) charge analysis, in e, for atoms 1 through 6:
1. H 0.485
2. H 0.219
3. C 0.208
4. C -0.660
5. P 2.137
6. H 0.300



A 4-piece molecular cluster, C18H25FN5O3S overall. Source: OMol25; level of theory: ωB97M-V/def2-TZVPD.

XYZ file:
```
53
Properties=species:S:1:pos:R:3:forces:R:3
C 1.868 2.183 1.785 -0.002 -0.088 -0.031
H 1.451 0.945 3.499 0.052 -0.085 0.045
H -3.060 1.879 -0.206 0.010 0.059 0.070
C 0.456 -0.438 1.376 0.100 -0.178 0.113
H -4.057 -0.349 -0.080 -0.040 -0.224 -0.016
C 2.094 0.927 2.620 -0.049 0.312 0.002
C -1.043 3.317 -4.504 -0.003 -0.151 -0.171
N -1.385 -1.064 -1.942 0.284 -0.049 -0.224
N -0.259 3.513 -3.689 0.002 -0.119 0.245
H -3.586 4.080 -6.628 0.053 -0.056 -0.035
H 2.511 2.196 0.902 -0.003 0.015 -0.002
H 5.090 -2.984 5.707 -0.015 -0.005 0.057
H 3.632 -4.423 3.426 -0.003 0.002 -0.007
C 2.480 -2.169 5.645 -0.013 -0.124 0.125
H 2.498 -0.431 0.972 -0.016 -0.021 -0.022
H 3.121 0.912 2.983 0.000 -0.113 0.027
C -1.410 1.239 -1.415 0.192 -0.072 -0.097
N -0.746 -2.139 -2.622 -0.113 0.605 0.131
O 0.989 -3.151 -1.343 0.642 -0.336 0.122
H -4.321 5.593 -4.812 -0.020 -0.007 0.004
H 5.313 -3.890 3.399 -0.004 -0.013 -0.010
N -0.640 -0.493 1.038 0.071 -0.120 -0.133
H -0.909 2.191 -1.509 -0.079 0.134 -0.018
C 0.170 -2.634 -1.935 -0.610 0.004 0.021
C -3.693 4.734 -4.582 0.030 -0.016 -0.013
O -2.220 -3.875 -1.041 0.055 -0.011 0.319
H 0.072 0.239 -2.618 0.054 -0.135 -0.083
H -4.343 3.928 -4.233 -0.010 0.006 -0.001
C 4.380 -3.728 5.343 0.054 0.005 -0.156
C 4.331 -3.682 3.820 0.008 -0.003 0.022
C -3.146 -0.214 -0.639 0.016 0.427 -0.081
H 0.830 2.261 1.453 0.003 -0.013 -0.008
C -2.900 4.306 -5.811 -0.128 0.107 0.097
C -2.029 3.069 -5.557 -0.059 0.229 -0.067
H 2.295 -4.242 5.670 -0.026 -0.003 0.012
H -2.268 5.130 -6.143 0.035 -0.033 -0.037
H -2.649 2.222 -5.256 0.009 -0.020 0.008
C -2.575 1.053 -0.702 -0.225 -0.076 -0.164
H 4.022 -2.697 3.465 -0.022 0.002 0.017
C -2.530 -1.268 -1.266 -0.179 0.069 0.443
H -3.033 5.022 -3.762 0.013 -0.019 0.001
C 3.013 -3.486 5.994 0.164 -0.002 -0.028
H 3.090 -3.544 7.079 -0.050 -0.001 0.016
F -3.899 -2.740 0.214 -0.223 0.035 0.214
H 4.746 -4.703 5.666 -0.038 0.001 0.065
H 2.028 -1.236 2.474 -0.039 -0.014 0.003
H 2.088 3.074 2.370 0.011 0.010 -0.004
H -1.492 2.784 -6.463 0.023 -0.043 0.014
C -0.831 0.156 -2.035 -0.101 0.111 -0.018
N 2.082 -1.128 5.372 -0.057 0.134 -0.198
S -3.238 -2.906 -1.165 0.459 -0.272 -0.815
O -4.236 -2.972 -2.158 -0.289 0.035 0.121
C 1.840 -0.367 1.841 0.075 0.120 0.125
```
Forces are in eV/Å.

Its charge is +1. The frontier orbital gap is 9.126 eV. As for the spin multiplicity: 1. Its HOMO energy is -13.6615 eV.

Results of the natural (NBO) charge analysis, in e, for atoms 1 through 6:
1. C -0.613
2. H 0.233
3. H 0.256
4. C 0.374
5. H 0.272
6. C -0.383